The molecule C4H5NO, computed with ωB97M-V with the def2-TZVPD basis set.

Results
Gap between HOMO and LUMO (eV): 9.2
F_max (eV/Å): 1.155
E (eV): -7761.18503
Energy relative to the best compared isomer or geometry (same formula, charge and spin) (kcal/mol): 123.2
Net charge: 0
M (g mol⁻¹): 83.09
E_HOMO (eV): -8.6839

Last columns: bonded neighbours and bond lengths (Å).
Atoms and positions in Å:
1 C -1.13539 0.18074 -0.25791  H3 1.096, C5 1.473, O7 1.424, H10 1.093
2 H 1.81727 -0.58895 -1.37839  C11 1.094
3 H -1.48231 -0.71136 -0.79173  C1 1.096
4 H 0.78382 -1.47236 -0.17293  C11 1.094
5 C -1.28751 -0.03519 1.19140  C1 1.473, N6 1.156
6 N -1.58388 -0.23209 2.29130  C5 1.156
7 O 0.18039 0.50113 -0.69684  C1 1.424, C9 1.761, C11 1.461
8 H 2.04285 1.29995 0.11683  C9 1.105
9 C 1.39649 0.53054 0.57597  O7 1.761, H8 1.105, C11 1.488
10 H -1.75313 1.03293 -0.55182  C1 1.093
11 C 1.21028 -0.51004 -0.47173  H2 1.094, H4 1.094, O7 1.461, C9 1.488